Entry 1:
Density functional theory data (wB97M-V/def2-TZVPD) for a molecular structure, C11H24AlBrO8P.

Structure (XYZ):
```
46
C11H24AlBrO8P wB97M-V/def2-TZVPD
O -3.191 4.294 3.377
C -4.091 4.079 2.614
O -5.386 4.061 3.045
C -3.977 3.779 1.148
C -3.374 2.378 0.900
C -1.902 2.181 1.293
Al -1.619 0.306 1.940
Br -2.804 0.270 4.061
C 0.324 -0.212 2.110
O 0.586 -0.974 3.309
O -0.410 -2.024 3.278
P -2.668 -1.365 0.543
O -3.668 -0.542 -0.544
O -3.772 -2.089 1.583
H -5.334 4.004 4.010
H -3.380 4.561 0.675
H -4.979 3.807 0.718
H -3.509 2.150 -0.159
H -4.011 1.675 1.458
H -1.623 2.899 2.066
H -1.270 2.330 0.411
H 1.000 0.647 2.186
H 0.650 -0.814 1.251
H -0.774 -1.948 4.170
H -4.370 -0.068 -0.087
H -4.315 -1.437 2.039
C 1.410 -1.300 -2.363
C 0.460 -0.134 -2.262
O -0.286 0.001 -1.326
C 0.492 0.869 -3.398
H 1.282 -1.938 -1.491
H 1.203 -1.876 -3.268
H 2.443 -0.957 -2.402
H 0.254 0.373 -4.342
H 1.490 1.301 -3.488
H -0.233 1.657 -3.207
C 5.521 -4.009 -2.675
C 5.408 -2.645 -2.036
O 4.401 -1.985 -2.127
C 6.614 -2.153 -1.272
H 4.594 -4.251 -3.188
H 6.349 -4.023 -3.385
H 5.723 -4.763 -1.911
H 7.481 -2.101 -1.933
H 6.851 -2.846 -0.463
H 6.408 -1.169 -0.858
```

Total charge: -1
LUMO in eV: 2.19
Gap between HOMO and LUMO in eV: 5.513
E_HOMO in Eh: -0.1220

***

Entry 2:
Density functional theory data (wB97M-V/def2-TZVPD) for 14 unconnected molecules or ions with the total composition C44H110Cl6O23.

Structure (XYZ):
```
183
C44H110Cl6O23 wB97M-V/def2-TZVPD
C -5.885 2.572 0.074
O -5.174 1.589 0.807
H -6.955 2.339 0.081
H -5.773 3.551 0.541
H -5.544 2.728 -0.932
H -5.592 0.772 0.541
C -3.150 5.570 -2.656
O -2.378 4.373 -2.302
H -3.135 6.342 -1.864
H -2.751 5.934 -3.630
H -4.161 5.194 -2.745
H -1.450 4.635 -2.137
C 1.558 4.329 7.291
O 2.301 3.108 7.104
H 0.563 4.121 7.680
H 2.110 4.981 7.988
H 1.498 4.902 6.372
H 2.627 3.092 6.183
C 1.492 0.096 -5.016
O 1.195 1.186 -5.904
H 1.178 0.348 -4.005
H 1.027 -0.821 -5.366
H 2.572 -0.024 -5.018
H 0.235 1.309 -6.010
C -0.959 -1.762 0.821
O 0.341 -1.332 1.169
H -1.683 -1.683 1.639
H -1.348 -1.200 -0.009
H -0.865 -2.822 0.508
H 0.233 -0.437 1.454
C 3.048 -1.566 6.745
Cl 4.721 -2.027 7.056
Cl 2.662 0.127 7.086
H 2.833 -1.639 5.670
H 2.373 -2.096 7.372
C 4.063 3.368 3.016
Cl 2.857 4.559 2.630
Cl 3.623 2.311 4.379
H 4.258 2.699 2.171
H 4.972 3.876 3.280
C -2.502 2.499 6.397
Cl -1.707 3.933 5.682
Cl -1.386 1.777 7.580
H -3.412 2.881 6.874
H -2.630 1.713 5.650
C 1.521 -3.661 3.280
O 2.125 -3.444 4.503
C 2.216 -4.596 5.301
C 0.928 -4.854 6.102
O 0.613 -3.754 6.932
C -0.655 -4.079 7.584
C -0.974 -2.904 8.546
O -0.294 -3.049 9.769
C 1.088 -2.763 9.720
H 1.365 -2.708 2.795
H 0.580 -4.164 3.408
H 2.206 -4.299 2.692
H 3.002 -4.336 6.034
H 2.496 -5.536 4.760
H 1.045 -5.760 6.711
H 0.095 -4.993 5.426
H -0.660 -5.066 8.071
H -1.423 -3.999 6.804
H -2.053 -2.810 8.719
H -0.617 -1.982 8.051
H 1.456 -2.641 10.730
H 1.233 -1.823 9.133
H 1.615 -3.571 9.183
C 4.595 -1.059 3.471
O 4.636 -0.468 2.238
C 3.413 -0.470 1.603
C 3.570 0.297 0.269
O 3.691 1.690 0.433
C 3.857 2.351 -0.794
C 4.237 3.761 -0.521
O 5.439 3.693 0.230
C 6.086 4.947 0.412
H 4.442 -2.153 3.435
H 3.794 -0.603 4.046
H 5.523 -0.740 3.945
H 2.618 -0.048 2.243
H 3.114 -1.500 1.382
H 2.767 0.041 -0.443
H 4.456 -0.051 -0.172
H 2.958 2.345 -1.429
H 4.642 1.801 -1.285
H 3.460 4.355 -0.004
H 4.320 4.288 -1.499
H 6.352 5.445 -0.529
H 6.965 4.721 1.023
H 5.390 5.578 1.004
C -3.381 4.580 1.812
O -2.332 5.156 1.066
C -1.387 5.827 1.813
C -0.478 6.543 0.834
O 0.270 5.560 0.122
C 1.243 6.041 -0.788
C 1.504 4.978 -1.860
O 0.435 5.042 -2.770
C 0.594 4.077 -3.805
H -2.998 3.750 2.426
H -4.071 4.197 1.054
H -3.817 5.307 2.490
H -0.902 5.239 2.594
H -1.776 6.657 2.361
H 0.156 7.220 1.431
H -1.075 7.151 0.170
H 2.155 6.298 -0.209
H 0.897 6.992 -1.265
H 1.544 4.006 -1.365
H 2.459 5.144 -2.356
H -0.177 4.339 -4.539
H 0.439 3.084 -3.398
H 1.559 4.089 -4.316
C -3.047 -10.353 -5.930
O -2.381 -9.184 -5.686
C -1.185 -9.397 -4.949
C -0.359 -8.149 -5.017
O -1.008 -7.209 -4.224
C -0.644 -5.891 -4.385
C -1.673 -5.069 -3.689
O -1.300 -3.726 -3.805
C -2.080 -2.806 -3.032
H -3.362 -10.916 -5.063
H -2.476 -11.078 -6.526
H -3.973 -10.100 -6.485
H -0.605 -10.247 -5.360
H -1.324 -9.618 -3.846
H -0.210 -7.816 -6.051
H 0.650 -8.350 -4.608
H -0.688 -5.594 -5.437
H 0.377 -5.630 -4.045
H -1.721 -5.400 -2.653
H -2.680 -5.245 -4.136
H -1.636 -2.693 -2.037
H -3.130 -3.152 -2.877
H -1.967 -1.852 -3.559
C 0.563 -1.838 -11.661
O -0.172 -1.918 -10.425
C -0.616 -0.703 -9.939
C -1.535 -1.024 -8.755
O -0.869 -1.383 -7.543
C -1.594 -2.159 -6.610
C -2.937 -1.530 -6.229
O -2.748 -0.160 -5.950
C -3.913 0.372 -5.399
H 0.000 -1.452 -12.495
H 0.850 -2.850 -11.922
H 1.481 -1.300 -11.568
H -1.185 -0.226 -10.751
H 0.258 -0.072 -9.621
H -2.086 -1.918 -9.034
H -2.229 -0.175 -8.578
H -0.919 -2.257 -5.794
H -1.730 -3.175 -7.014
H -3.389 -1.959 -5.340
H -3.728 -1.659 -7.010
H -3.804 1.456 -5.472
H -4.182 0.021 -4.433
H -4.749 0.127 -5.996
C -2.539 0.906 -1.400
O -1.222 1.158 -0.886
C -1.231 2.308 -0.069
C 0.146 2.384 0.636
O 0.302 1.457 1.716
C -0.006 2.002 2.984
C 0.179 1.034 4.098
O -0.982 0.262 4.262
C -0.888 -1.022 4.732
H -2.999 1.894 -1.556
H -3.046 0.308 -0.688
H -2.457 0.474 -2.383
H -1.996 2.225 0.747
H -1.473 3.172 -0.652
H 0.299 3.436 0.925
H 0.931 2.121 -0.073
H -1.022 2.457 3.078
H 0.696 2.844 3.119
H 0.473 1.607 4.981
H 1.064 0.456 3.813
H -0.160 -1.634 4.086
H -1.856 -1.501 4.600
H -0.545 -1.205 5.808
```

Total charge: 0
LUMO in eV: 0.43
Gap between HOMO and LUMO in eV: 9.733
E_HOMO in Eh: -0.3420

***

Entry 3:
Density functional theory data (wB97M-V/def2-TZVPD) for a molecular structure, C46H44ClInN6O6S3.

Structure (XYZ):
```
107
C46H44ClInN6O6S3 wB97M-V/def2-TZVPD
In -0.086 0.359 -0.547
S -1.657 1.417 -2.112
C -2.945 1.811 -1.027
N -3.134 1.329 0.156
C -4.255 1.887 0.746
C -4.710 1.608 2.033
C -5.845 2.244 2.497
C -6.540 3.153 1.695
C -6.100 3.445 0.416
C -4.953 2.811 -0.045
S -4.139 2.986 -1.568
H -4.171 0.902 2.650
H -6.200 2.037 3.498
H -7.433 3.631 2.074
H -6.634 4.150 -0.206
C -2.226 -0.542 2.826
C -0.840 -0.911 3.272
C -0.454 -0.795 4.601
C 0.802 -1.212 5.016
C 1.686 -1.743 4.091
C 1.341 -1.864 2.749
C 2.336 -2.419 1.767
C 0.071 -1.444 2.362
N -0.370 -1.580 1.007
C -0.680 -2.754 0.593
C -0.673 -3.979 1.467
C -1.156 -2.974 -0.826
C -1.308 -4.400 -1.284
N -1.454 -1.956 -1.502
C -1.928 -2.045 -2.844
C -1.107 -2.419 -3.912
C 0.294 -2.936 -3.741
C -1.621 -2.308 -5.202
C -2.914 -1.880 -5.430
C -3.733 -1.573 -4.354
C -3.257 -1.651 -3.056
C -4.157 -1.371 -1.887
H -2.785 -0.110 3.655
H -2.773 -1.418 2.469
H -2.203 0.184 2.012
H -1.157 -0.389 5.317
H 1.086 -1.129 6.057
H 2.673 -2.063 4.404
H 3.336 -2.061 2.016
H 2.112 -2.115 0.745
H 2.364 -3.512 1.811
H -0.386 -3.743 2.486
H 0.015 -4.726 1.069
H -1.669 -4.424 1.476
H -1.934 -4.966 -0.596
H -0.334 -4.892 -1.321
H -1.756 -4.435 -2.272
H 0.714 -2.690 -2.771
H 0.942 -2.518 -4.506
H 0.311 -4.024 -3.852
H -0.981 -2.567 -6.036
H -3.285 -1.786 -6.442
H -4.754 -1.252 -4.521
H -4.990 -0.732 -2.180
H -3.618 -0.889 -1.075
H -4.575 -2.303 -1.496
Cl 5.780 3.944 2.799
C 4.437 2.982 2.243
C 3.821 2.080 3.126
C 2.769 1.311 2.711
C 2.247 1.400 1.388
O 1.270 0.639 1.065
C 2.870 2.344 0.525
C 2.388 2.614 -0.800
O 1.353 2.197 -1.308
C 3.974 3.103 0.967
H 4.192 2.000 4.139
H 2.291 0.611 3.382
H 3.010 3.311 -1.391
H 4.442 3.798 0.280
O 1.001 0.119 -3.055
C 1.778 -0.534 -2.362
O 1.448 -0.994 -1.197
C 3.164 -0.836 -2.825
C 4.158 -1.122 -1.900
C 5.464 -1.410 -2.307
C 5.701 -1.411 -3.658
O 6.872 -1.684 -4.307
C 6.606 -1.507 -5.697
O 5.232 -1.167 -5.848
C 4.713 -1.107 -4.581
C 3.434 -0.809 -4.201
H 3.908 -1.101 -0.848
H 6.250 -1.627 -1.599
H 6.812 -2.441 -6.226
H 7.227 -0.695 -6.086
H 2.660 -0.543 -4.906
C 0.199 4.030 5.059
C -0.967 3.304 4.390
C -0.875 3.331 2.902
N -0.798 2.282 2.171
N -0.666 2.547 0.836
C -0.673 3.817 0.569
N -0.649 4.330 -0.683
S -0.806 4.817 1.981
H 0.136 3.936 6.142
H 0.196 5.093 4.815
H 1.149 3.609 4.727
H -1.918 3.740 4.708
H -0.972 2.251 4.673
H -0.400 3.689 -1.426
H -0.429 5.302 -0.808
```

Total charge: 0
LUMO in eV: -0.17
Gap between HOMO and LUMO in eV: 7.570
E_HOMO in Eh: -0.2845

***

Entry 4:
Density functional theory data (wB97M-V/def2-TZVPD) for a molecular structure, C23H20N2O4PS4SbTa.

Structure (XYZ):
```
56
C23H20N2O4PS4SbTa wB97M-V/def2-TZVPD
Ta -0.659 -0.598 -0.253
S -3.824 -2.975 2.133
Sb -1.601 -2.856 2.114
S -1.012 -0.442 2.103
S -0.819 -2.933 -0.254
S -0.030 -3.932 3.296
C -5.488 1.707 2.403
C -4.597 2.729 2.690
C -3.434 2.871 1.942
C -3.170 1.990 0.900
C -4.071 0.963 0.614
C -5.226 0.824 1.363
P -1.632 2.036 -0.056
C -0.604 3.310 0.745
C 0.107 2.974 1.899
C 0.883 3.924 2.545
C 0.965 5.216 2.041
C 0.259 5.556 0.898
C -0.526 4.609 0.252
C -2.074 2.750 -1.665
C -1.092 2.812 -2.655
C -1.386 3.359 -3.893
C -2.662 3.842 -4.154
C -3.641 3.780 -3.175
C -3.350 3.237 -1.930
H -6.384 1.589 2.998
H -4.798 3.414 3.503
H -2.735 3.663 2.177
H -3.869 0.260 -0.187
H -5.907 0.010 1.150
H 0.030 1.975 2.310
H 1.417 3.658 3.449
H 1.572 5.957 2.544
H 0.315 6.563 0.506
H -1.074 4.883 -0.639
H -0.103 2.416 -2.464
H -0.622 3.398 -4.658
H -2.893 4.261 -5.125
H -4.637 4.152 -3.378
H -4.117 3.188 -1.169
O 1.388 -0.314 0.061
N 2.040 -0.593 1.206
C 2.546 0.450 1.886
C 3.232 0.228 3.053
C 3.390 -1.075 3.514
C 2.850 -2.118 2.789
C 2.165 -1.854 1.619
H 2.361 1.416 1.444
H 3.633 1.072 3.595
H 3.918 -1.268 4.437
H 2.913 -3.142 3.122
H 1.677 -2.604 1.010
O -1.005 -1.571 -3.356
N -1.072 -0.645 -2.573
O -2.118 -0.440 -1.675
O 0.045 -0.014 -2.044
```

Expectation value of S²: 0.7579
Total charge: 0
LUMO (spin up / spin down) in eV: -1.02 / -1.01
Spin multiplicity: 2
Gap between HOMO and LUMO (spin up / spin down) in eV: 6.460 / 7.218
E_HOMO (spin up / spin down) in Eh: -0.2748 / -0.3024

***

Entry 5:
Density functional theory data (wB97M-V/def2-TZVPD) for C5H11NO in the gas phase.

Structure (XYZ):
```
18
C5H11NO wB97M-V/def2-TZVPD
C -2.095 0.467 -0.830
C -1.412 -0.438 0.195
N 0.024 -0.198 0.325
C 0.494 0.307 1.599
C 0.821 -0.498 -0.743
C 2.308 -0.201 -0.630
O 0.353 -0.983 -1.764
H -3.174 0.510 -0.648
H -1.921 0.095 -1.841
H -1.698 1.486 -0.767
H -1.575 -1.489 -0.069
H -1.846 -0.276 1.188
H 0.178 -0.358 2.413
H 1.582 0.364 1.620
H 0.095 1.309 1.804
H 2.757 -0.435 -1.596
H 2.788 -0.813 0.140
H 2.498 0.852 -0.394
```

Total charge: 0
SMILES string: CCN(C)C(C)=O
LUMO in eV: 0.88
Gap between HOMO and LUMO in eV: 10.034
E_HOMO in Eh: -0.3364

***

Entry 6:
Density functional theory data (wB97M-V/def2-TZVPD) for 3 unconnected molecules or ions with the total composition CH2Cl2O.

Structure (XYZ):
```
6
CH2Cl2O wB97M-V/def2-TZVPD
C -0.925 2.050 0.353
O -0.443 1.521 1.330
Cl 0.278 2.909 -0.724
Cl -2.085 1.342 -0.630
H 0.832 0.061 -1.607
H 1.356 -0.450 -2.158
```

Total charge: 0
LUMO in eV: -1.07
Gap between HOMO and LUMO in eV: 10.360
E_HOMO in Eh: -0.4199

***

Entry 7:
Density functional theory data (wB97M-V/def2-TZVPD) for a molecular structure, C4H6BiO2.

Structure (XYZ):
```
13
C4H6BiO2 wB97M-V/def2-TZVPD
O -3.400 0.891 0.000
C -2.154 0.442 -0.481
C -1.585 -0.522 0.557
C -0.321 -1.128 0.149
C 0.796 -1.407 -0.332
H -3.798 1.482 -0.645
H -1.454 1.283 -0.622
H -2.261 -0.079 -1.446
H -2.305 -1.334 0.746
H -1.454 -0.004 1.521
H 1.518 -2.221 -0.399
O 2.446 0.219 -0.920
Bi 2.006 0.433 0.921
```

Expectation value of S²: 0.7898
Total charge: +2
LUMO (spin up / spin down) in eV: -12.61 / -13.22
Spin multiplicity: 2
Gap between HOMO and LUMO (spin up / spin down) in eV: 5.148 / 4.533
E_HOMO (spin up / spin down) in Eh: -0.6525 / -0.6524

***

Entry 8:
Density functional theory data (wB97M-V/def2-TZVPD) for 2 unconnected molecules or ions with the total composition C7H15ClSi.

Structure (XYZ):
```
24
C7H15ClSi wB97M-V/def2-TZVPD
C 3.026 2.186 -0.526
C 3.185 0.906 -0.566
C -2.581 -1.190 -0.608
C -0.717 -1.520 1.153
C -1.881 0.607 1.029
C 2.394 0.048 0.264
C -1.356 -0.586 0.169
Si -0.022 0.156 -1.136
Cl -0.017 -0.724 -2.991
H 3.503 2.758 -1.332
H 2.268 2.562 0.139
H 3.897 0.468 -1.204
H -2.257 -2.163 -1.261
H -3.546 -1.208 0.004
H -2.732 -0.399 -1.444
H -1.467 -1.838 1.968
H 0.284 -1.231 1.530
H -0.588 -2.525 0.677
H -1.362 1.578 0.820
H -2.986 0.799 0.862
H -1.714 0.391 2.096
H 2.390 0.431 1.289
H 2.432 -1.033 0.178
H -0.153 1.527 -1.111
```

Total charge: 0
LUMO in eV: 0.02
Gap between HOMO and LUMO in eV: 7.583
E_HOMO in Eh: -0.2779

***

Entry 9:
Density functional theory data (wB97M-V/def2-TZVPD) for C6H6O in the gas phase.

Structure (XYZ):
```
13
C6H6O wB97M-V/def2-TZVPD
C 1.201 1.099 -0.258
C 2.295 1.729 -0.184
C 0.054 -1.049 -0.784
C 0.226 0.436 -1.214
C 0.193 0.701 0.960
C -0.686 -0.049 -0.038
O 0.682 -0.008 2.029
H -0.346 -1.636 -1.585
H 0.843 -1.460 -0.223
H -0.118 0.578 -2.227
H -0.245 1.651 1.239
H -1.657 0.271 -0.271
H 1.207 0.510 2.541
```

Total charge: 0
LUMO in eV: -0.42
Gap between HOMO and LUMO in eV: 8.743
E_HOMO in Eh: -0.3368

***

Entry 10:
Density functional theory data (wB97M-V/def2-TZVPD) for 2 unconnected molecules or ions with the total composition CH7O8P2.

Structure (XYZ):
```
18
CH7O8P2 wB97M-V/def2-TZVPD
O -1.887 -1.705 1.371
O -0.795 -0.484 -1.991
O -3.069 0.594 0.849
O -1.725 0.215 2.904
O 1.322 0.915 -1.255
O 1.097 -1.536 -0.572
O -0.363 0.255 0.497
C -0.599 -0.237 3.675
P -1.830 -0.220 1.293
P 0.209 -0.244 -0.971
H 1.361 1.082 -2.235
H 0.837 -2.332 -1.111
H 0.262 -0.412 3.008
H -0.866 -1.190 4.162
H -0.300 0.484 4.454
O 1.834 1.750 -4.447
H 1.711 1.142 -5.211
H 2.802 1.921 -4.420
```

Total charge: -1
LUMO in eV: 2.29
Gap between HOMO and LUMO in eV: 7.182
E_HOMO in Eh: -0.1798

***

> Which value of total charge does entry 4 give?

0